{
  "formula": "C22H18ClN4O4OsS3",
  "method": "ωB97M-V/def2-TZVPD",
  "homo_energy_ha": -0.394,
  "lumo_ev": -4.76,
  "orbital_gap_ev": 5.9627,
  "charge": 1,
  "elements": ["Os", "Cl", "S", "S", "S", "O", "O", "O", "O", "N", "N", "N", "N", "C", "C", "C", "C", "C", "C", "C", "C", "C", "C", "C", "C", "C", "C", "C", "C", "C", "C", "C", "C", "C", "C", "H", "H", "H", "H", "H", "H", "H", "H", "H", "H", "H", "H", "H", "H", "H", "H", "H", "H"],
  "positions_angstrom": [[0.45032, 0.57011, -0.85561], [-4.73020, 3.51841, 5.13570], [-2.39521, 1.36478, -2.84568], [1.72384, 0.82823, -2.67340], [-2.92883, -1.51123, -3.30629], [-0.13970, 0.48148, 1.26142], [-1.11963, -4.62763, -1.71691], [1.00593, -1.18768, -0.37480], [-1.06862, 1.74858, -0.19542], [2.15298, 1.69791, -0.31934], [3.92408, 2.26165, -1.77839], [-0.99727, -0.60593, -1.73856], [-0.79567, -1.97021, -1.56131], [-3.71577, 3.38536, 2.64667], [1.61808, -6.09073, 0.10763], [-2.74585, 1.90282, 4.30140], [-2.85271, 2.88184, 1.69270], [0.70631, -3.54696, -0.53631], [0.47575, -5.94924, -0.64811], [5.86426, 3.51629, -1.04175], [4.55481, 2.86709, -0.74740], [3.98588, 2.89162, 0.52286], [-1.98388, -0.29205, -2.51652], [0.00155, -4.68148, -0.98107], [-3.65370, 2.89153, 3.94377], [1.86824, -3.71901, 0.23560], [2.32496, -4.97358, 0.55776], [-3.36718, 0.94788, -4.31822], [-1.88516, 1.40206, 3.34400], [-1.93596, 1.89260, 2.04111], [2.75924, 2.28442, 0.70753], [-1.01981, 1.35179, 1.03942], [0.26575, -2.20027, -0.85781], [-4.11250, -0.33512, -4.01517], [2.77694, 1.71769, -1.51278], [-4.92072, -0.17236, -3.30398], [6.55499, 3.40945, -0.20717], [-1.17404, 0.62618, 3.59470], [-1.35592, -3.69430, -1.87258], [-0.08047, -6.80707, -1.00020], [-4.43449, 4.15337, 2.39901], [4.49157, 3.36756, 1.34993], [-4.04805, 1.77759, -4.50171], [3.21950, -5.09347, 1.15205], [2.39906, -2.84099, 0.57541], [6.29686, 3.09431, -1.94467], [-4.51487, -0.78879, -4.91975], [-2.88438, 3.25071, 0.67622], [-2.72457, 1.53504, 5.31728], [-2.69710, 0.83384, -5.16875], [1.96890, -7.08421, 0.35500], [2.25560, 2.24812, 1.66486], [5.70570, 4.58477, -1.20693]],
  "atomic_forces_ev_per_a": [[0.237, -0.833, 0.064], [0.008, -0.005, -0.009], [0.021, 0.045, 0.020], [-0.284, 0.366, 0.114], [-0.046, -0.095, -0.042], [-0.393, 0.058, -0.069], [0.028, 0.095, 0.016], [0.212, 0.160, 0.020], [0.299, 0.190, -0.133], [0.045, -0.043, -0.004], [-0.005, 0.010, 0.031], [-0.290, 0.184, -0.122], [0.249, -0.042, 0.151], [-0.009, 0.014, -0.018], [0.000, -0.017, -0.002], [0.016, -0.020, 0.017], [-0.003, 0.015, -0.023], [0.110, 0.040, 0.072], [0.030, -0.050, 0.018], [-0.014, -0.001, -0.002], [-0.002, -0.008, -0.032], [0.041, 0.012, 0.004], [0.239, -0.105, 0.220], [-0.042, 0.024, -0.019], [-0.005, 0.005, 0.001], [-0.030, 0.006, -0.026], [-0.004, -0.005, -0.001], [-0.022, 0.013, -0.014], [0.012, -0.021, 0.008], [0.067, -0.046, -0.036], [-0.043, -0.039, 0.044], [-0.072, 0.099, 0.077], [-0.339, -0.066, -0.164], [-0.017, -0.008, -0.019], [0.045, 0.077, -0.116], [-0.004, 0.010, -0.004], [-0.005, 0.006, 0.007], [-0.006, 0.003, 0.008], [-0.003, -0.028, -0.006], [0.002, 0.001, 0.002], [0.003, -0.002, -0.002], [0.000, 0.002, -0.005], [0.000, 0.000, -0.005], [-0.001, -0.003, 0.000], [-0.006, -0.002, -0.004], [0.004, -0.005, 0.007], [-0.005, 0.009, 0.000], [-0.007, 0.006, 0.005], [0.001, 0.000, -0.003], [-0.010, -0.004, -0.009], [-0.002, 0.001, -0.002], [-0.003, -0.001, -0.003], [0.001, -0.004, -0.010]]
}